Computed, not measured: a cluster of 3 separate species, C40H74ClI2N3O12P in total, with the ωB97M-V functional and the def2-TZVPD basis.

- Charge: +1
- E: -109717.2369 eV

XYZ file:
```
133
Properties=species:S:1:pos:R:3:forces:R:3:lowdin_charge:R:1
C 4.9250 -7.5473 3.8851 -0.2 1.3 -0.8 -0.058
C 4.5912 -6.7755 2.5261 2.1 -0.6 0.3 -0.257
O 3.8448 -5.5757 2.7581 -1.1 -0.8 -0.2 -0.186
C 2.4911 -5.6669 2.3433 -0.4 -0.3 0.0 -0.122
C 2.2789 -4.8457 0.9581 0.7 -2.0 1.5 -0.245
O 3.6105 -4.5969 0.4798 -2.1 1.1 -0.8 -0.099
C 3.3699 -3.6654 -0.6267 0.8 -1.4 0.3 -0.237
C 4.5147 -3.9069 -1.6503 -0.1 0.1 -1.3 -0.103
C 4.0239 -3.7301 -3.1736 0.8 -0.5 0.9 -0.076
C 3.6266 -5.1410 -3.7568 0.4 1.0 -0.4 -0.459
N 2.7013 -6.0131 -3.0285 0.3 0.9 0.0 0.106
O 4.1261 -5.4687 -4.7977 -0.5 -0.3 0.6 0.116
C 3.1763 -2.2479 0.0468 2.4 -0.4 0.0 -0.272
C 4.1838 -2.1022 1.2863 -0.1 0.2 0.2 -0.116
C 5.6936 -2.3432 0.9447 0.5 -0.4 1.1 -0.214
C 6.5316 -2.0195 2.2597 0.4 0.0 -1.7 -0.556
Cl 6.1780 -3.1521 3.6249 0.0 0.7 -0.6 0.573
C 3.5598 -1.1486 -0.9802 0.6 1.5 -1.0 -0.127
C 3.7131 0.3645 -0.5547 -0.2 1.2 -0.9 -0.181
C 5.0210 1.0743 -1.1503 -0.2 0.5 1.6 -0.172
C 5.6685 2.0057 -0.0193 1.1 -0.8 -0.5 -0.178
C 7.2579 2.0549 -0.2309 -0.2 0.3 0.2 -0.281
N 7.8182 3.4165 -0.1299 -0.1 -0.5 0.0 -0.028
N 1.7216 -2.2628 0.5571 1.0 1.3 -0.1 -0.168
C 1.4800 -1.1299 1.5334 -0.5 2.6 1.1 -0.175
O 0.0671 -0.8860 1.7377 1.1 0.0 -0.1 -0.181
C -0.1878 0.4612 1.9925 -1.7 3.2 0.1 -0.253
C 0.5370 1.3273 2.9034 -1.4 0.3 -1.3 0.000
C 0.1067 2.7234 3.0362 -0.8 -0.3 -0.8 -0.061
C -1.0333 3.2984 2.3421 0.3 -2.7 -0.5 -0.054
C -1.7910 2.4018 1.4549 1.8 -0.3 1.2 -0.050
C -1.3451 1.0400 1.2913 0.5 0.3 0.6 -0.016
P 0.5008 -1.8340 -0.7440 -4.7 0.4 -1.9 1.021
O 0.5710 -0.1611 -1.0538 1.0 -1.8 0.1 -0.234
O 0.8818 -2.4876 -2.2392 1.1 0.8 1.0 -0.331
C 1.4163 -3.5722 1.3179 0.5 -1.1 1.9 -0.255
C -0.0588 -3.9215 1.6408 -1.2 -0.2 -0.5 -0.625
I -0.7666 -3.4749 3.6751 0.9 0.0 -0.9 0.979
C -1.0253 -4.5286 0.8978 0.1 -0.1 1.1 -0.750
C -2.4925 -4.8067 1.4115 0.4 1.0 -1.2 -0.212
I -0.6350 -5.2426 -1.0683 -0.4 0.1 0.5 1.032
H 5.1320 -8.6263 3.6923 -0.3 0.9 0.3 0.078
H 5.8414 -7.0401 4.2948 -1.0 -0.7 -0.1 0.077
H 4.0640 -7.3639 4.5738 0.8 -0.5 -0.4 0.078
H 4.1658 -7.4550 1.7452 -0.1 0.7 0.7 0.120
H 5.5967 -6.4453 2.1298 -1.1 -0.2 0.1 0.120
H 1.8103 -5.2921 3.1581 0.7 -0.1 -0.7 0.107
H 2.1975 -6.7462 2.1872 0.3 1.1 0.0 0.142
H 1.8203 -5.6071 0.2873 -0.1 1.1 0.1 0.085
H 2.4404 -4.0858 -1.1185 0.7 1.1 0.2 0.107
H 4.8420 -4.9817 -1.5584 -0.3 1.1 0.3 0.138
H 5.4362 -3.2892 -1.5547 -0.9 -0.4 0.3 0.105
H 4.9335 -3.3980 -3.7439 -1.2 -0.3 0.3 0.126
H 3.2143 -2.9645 -3.2535 0.5 -0.8 0.0 0.097
H 3.1068 -6.2115 -2.1038 -0.3 0.0 -0.4 0.077
H 1.8565 -5.4475 -2.8613 0.3 -0.4 0.1 0.023
H 4.1475 -1.0627 1.7290 -0.2 -0.9 -0.8 0.118
H 3.8985 -2.7682 2.1464 0.4 0.3 -1.0 0.102
H 6.1157 -1.6681 0.1561 -0.6 -0.4 0.6 0.112
H 5.9220 -3.3977 0.6229 -0.5 1.0 0.5 0.119
H 6.3660 -0.9409 2.5041 0.0 -1.0 0.4 0.079
H 7.6106 -2.1460 1.9967 -0.9 0.1 0.4 0.080
H 4.6129 -1.3597 -1.3287 -1.3 -0.5 0.5 0.105
H 2.9837 -1.1392 -1.9506 0.3 -0.4 1.2 0.117
H 2.8594 0.9637 -0.9866 0.6 -0.8 0.7 0.109
H 3.7219 0.5878 0.5363 -0.1 -0.6 -0.7 0.081
H 5.8249 0.3486 -1.4289 -0.8 0.4 0.0 0.093
H 4.7709 1.7432 -2.0169 0.3 -0.9 0.6 0.121
H 5.5328 1.5608 1.0081 -0.3 0.5 -1.0 0.096
H 5.2329 3.0380 -0.0483 0.4 -0.9 0.1 0.108
H 7.7696 1.4128 0.5442 -0.6 0.5 -0.8 0.110
H 7.5228 1.6279 -1.2349 -0.3 0.3 0.8 0.097
H 7.1073 4.1417 -0.1696 0.4 -0.2 0.2 0.056
H 8.4446 3.5343 0.6603 -0.4 0.1 -0.2 0.062
H 1.9475 -1.2627 2.5345 -0.1 -0.7 -0.9 0.155
H 1.8378 -0.1397 1.1553 0.3 -1.2 -0.3 0.126
H 1.4149 0.9488 3.4690 -0.8 0.4 -0.4 0.114
H 0.6822 3.3947 3.7096 -0.4 -0.7 -0.5 0.104
H -1.3744 4.3517 2.4728 0.6 -1.1 0.0 0.108
H -2.6994 2.7779 0.9203 1.0 -0.5 0.5 0.101
H -1.9342 0.3770 0.6120 0.6 0.5 0.7 0.092
H -0.3467 0.0707 -1.2951 0.3 0.1 0.4 0.070
H 0.3221 -2.0235 -2.8951 0.4 -0.2 0.3 0.086
H 1.8418 -3.3427 2.3425 -0.4 0.1 -1.3 0.114
H -2.9113 -3.7843 1.6437 0.3 -1.1 0.0 0.063
H -2.5109 -5.4504 2.3208 0.0 0.5 -0.8 0.062
H -3.1262 -5.2035 0.5716 0.8 0.1 1.0 0.061
C -7.9845 4.2724 0.4021 0.3 0.0 0.1 -0.100
O -7.3640 3.2033 1.0926 -0.4 -0.1 -0.2 -0.209
C -8.1973 2.5884 2.0662 0.4 -0.2 0.0 -0.187
C -8.1210 1.0686 1.9948 0.0 -0.1 0.1 -0.172
O -8.6794 0.4706 0.8271 0.2 0.1 0.0 -0.115
C -8.0423 0.7158 -0.4189 -0.1 0.1 -0.2 -0.177
C -6.6536 0.1157 -0.5878 -0.1 0.3 0.1 -0.184
O -5.7006 0.7522 0.2571 0.0 -0.4 0.2 -0.209
C -4.8865 -0.1455 0.9812 0.0 0.3 -0.1 -0.121
H -7.8899 5.1975 0.9779 -0.2 0.1 -0.1 0.093
H -7.4722 4.3980 -0.5529 0.1 0.0 0.1 0.066
H -9.0385 4.0672 0.1940 0.0 0.0 0.0 0.091
H -9.2399 2.9043 1.9596 0.0 0.0 -0.1 0.125
H -7.8392 2.9105 3.0509 -0.2 -0.1 0.1 0.127
H -8.7104 0.6765 2.8285 -0.1 0.0 -0.1 0.130
H -7.1045 0.7112 2.1577 0.1 0.2 -0.1 0.105
H -8.0409 1.7825 -0.6511 0.2 0.0 0.1 0.111
H -8.6871 0.2532 -1.1718 0.0 -0.1 0.1 0.131
H -6.3232 0.2652 -1.6221 -0.2 -0.1 -0.1 0.123
H -6.6997 -0.9610 -0.3958 0.0 0.0 0.1 0.123
H -5.4494 -1.0124 1.3391 0.0 -0.1 -0.1 0.089
H -4.4948 0.3830 1.8527 0.0 0.0 -0.1 0.089
H -4.0467 -0.4751 0.3579 0.0 -0.2 0.1 0.071
C -4.0522 3.6602 -1.7658 0.1 0.0 -0.3 -0.111
O -4.0453 4.6167 -2.8059 -0.1 0.1 0.5 -0.196
C -5.3003 5.2490 -3.0159 0.3 0.2 -0.3 -0.181
C -5.1510 6.7551 -3.1862 -0.1 0.1 -0.1 -0.169
O -4.7404 7.4748 -2.0265 0.0 -0.1 -0.1 -0.116
C -3.4302 7.2458 -1.5254 0.1 -0.1 0.2 -0.181
C -2.2838 7.7160 -2.4102 -0.1 -0.3 -0.1 -0.191
O -2.1840 6.9398 -3.5969 -0.3 0.3 -0.1 -0.204
C -2.0579 7.7115 -4.7763 0.1 -0.3 0.0 -0.112
H -4.4042 2.6956 -2.1454 -0.1 -0.1 0.2 0.086
H -3.0262 3.5459 -1.4088 0.0 0.0 -0.1 0.075
H -4.6698 3.9784 -0.9199 -0.1 -0.1 0.0 0.086
H -5.9955 5.0444 -2.1953 0.1 0.0 0.1 0.102
H -5.7236 4.8329 -3.9375 -0.2 0.1 0.0 0.129
H -6.1397 7.1512 -3.4354 0.0 0.0 0.2 0.130
H -4.5122 7.0003 -4.0339 0.1 -0.2 0.0 0.108
H -3.3018 6.2000 -1.2379 0.1 0.0 -0.2 0.107
H -3.3721 7.8152 -0.5928 -0.1 0.1 -0.1 0.128
H -1.3404 7.5989 -1.8643 -0.1 0.1 0.2 0.125
H -2.4169 8.7780 -2.6387 0.0 0.0 -0.1 0.124
H -2.6894 8.6041 -4.7494 0.0 0.0 0.0 0.088
H -2.3826 7.0963 -5.6172 0.1 0.0 0.1 0.089
H -1.0129 7.9986 -4.9301 0.0 0.2 -0.1 0.088
```
Positions in Å, forces in eV/Å.